# 1
The following is a quantum chemistry calculation of a cluster of 2 separate species, C7H10O6 in total in a non-equilibrium geometry, from the Open Molecules 2025 dataset.

The charge is 0. For the total energy, the calculation gives -19705.4045 eV. As for the structure (SMILES): C[C@H]1COC(=O)O1.O=C1OCCO1. For the LUMO energy, the calculation gives 0.50 eV. The value obtained for the HOMO-LUMO gap is 11.426 eV. As for the maximum force: 5.56 eV/Å.

Structure (XYZ):
```
23
Properties=species:S:1:pos:R:3:forces:R:3
C -0.160 0.044 -3.785 -0.9 0.9 -0.1
C -0.213 -0.347 -2.363 -0.2 -2.5 1.0
O 0.244 0.741 -1.626 0.6 2.0 0.2
C 1.027 1.490 -2.470 0.0 0.1 0.6
O 1.719 2.418 -2.175 -0.6 -0.7 0.0
O 0.903 0.979 -3.698 0.8 0.6 -1.6
H -1.078 0.560 -4.068 0.0 0.2 -0.3
H 0.026 -0.756 -4.502 0.3 0.1 0.2
H 0.554 -1.111 -2.239 -0.3 -0.6 0.3
H -1.174 -0.661 -1.957 0.1 -0.1 -0.2
C -0.876 1.062 2.473 -0.2 2.7 0.4
C -0.065 0.095 1.711 1.7 2.0 0.7
C 1.090 -0.602 2.478 -0.5 -0.4 0.1
O 0.618 -1.950 2.608 -1.7 -0.1 -0.4
C -0.619 -2.035 2.041 -2.8 -3.5 -0.6
O -1.380 -3.042 2.084 3.4 4.4 -0.1
O -0.936 -0.867 1.338 -0.4 -4.6 -0.1
H -0.304 1.987 2.407 0.2 0.3 1.0
H -1.231 0.830 3.477 0.6 -0.3 0.1
H -1.770 1.408 1.956 -0.1 -0.7 -0.5
H 0.389 0.651 0.891 -0.3 -0.4 -0.5
H 1.206 -0.220 3.492 0.3 0.2 -0.2
H 2.029 -0.674 1.928 0.0 0.4 0.1
```
Positions in Å, forces in eV/Å.

Results of the natural (NBO) charge analysis, in e, for atoms 1 through 6: -0.093 -0.104 -0.501 0.969 -0.565 -0.489

---

# 2
The following is a quantum chemistry calculation of an isolated molecule of C7H10OS in a non-equilibrium geometry, from the Open Molecules 2025 dataset.

The charge is 0. For the total energy, the calculation gives -20301.5530 eV. For the LUMO energy (alpha / beta), the calculation gives -0.30 / -0.30 eV. As for the energy above the lowest of the compared OMol25 structures with the same formula, charge and spin: 42.5 kcal/mol. The value obtained for the HOMO-LUMO gap (alpha / beta) is 7.838 / 7.837 eV. As for the maximum force: 1.60 eV/Å.

Structure (XYZ):
```
19
Properties=species:S:1:pos:R:3:forces:R:3
C -1.105 -1.375 1.157 0.5 0.5 -0.3
C 1.134 0.673 0.330 -0.1 0.1 0.0
C 1.051 -0.361 -0.800 0.0 0.0 -0.1
C -0.241 1.088 0.856 0.4 0.1 -0.1
C -0.385 -0.600 -1.270 0.5 0.1 -0.2
C -1.043 -0.019 1.436 -0.1 0.4 1.0
C -1.177 -1.350 -0.270 -1.0 -0.9 -0.9
O -1.591 -2.296 1.835 -0.2 -0.4 0.7
S -2.367 -2.458 -0.829 0.3 0.0 0.0
H 1.710 0.269 1.162 0.1 0.0 0.0
H 1.646 1.571 -0.017 0.1 0.0 0.0
H 1.642 -0.031 -1.656 0.0 -0.1 0.0
H 1.462 -1.314 -0.466 0.0 0.0 -0.1
H -0.103 1.833 1.645 -0.1 0.0 -0.1
H -0.799 1.601 0.061 0.0 0.0 0.1
H -0.861 0.353 -1.537 -0.1 -0.1 0.0
H -0.377 -1.201 -2.184 0.0 0.1 0.1
H -1.620 0.266 2.312 -0.2 0.0 0.0
H -2.377 -2.962 0.470 -0.1 0.0 -0.1
```
Positions in Å, forces in eV/Å.

Results of the natural (NBO) charge analysis, in e, for atoms 1 through 6: 0.283 -0.397 -0.394 -0.454 -0.485 -0.135

---

# 3
The following is a quantum chemistry calculation of an isolated molecule of C7H10S in a non-equilibrium geometry, from the Open Molecules 2025 dataset.

The charge is 0. For the total energy, the calculation gives -18255.6105 eV. As for the structure (SMILES): C/C=C1/CSC=C1C. For the LUMO energy, the calculation gives 0.98 eV. As for the energy above the lowest of the compared OMol25 structures with the same formula, charge and spin: 14.0 kcal/mol. The value obtained for the HOMO-LUMO gap is 8.406 eV. As for the maximum force: 1.33 eV/Å.

Structure (XYZ):
```
18
Properties=species:S:1:pos:R:3:forces:R:3
C 1.535 1.686 0.099 0.0 0.0 0.2
C 0.174 1.397 -0.507 0.8 -0.8 0.6
C -0.548 0.273 -0.427 0.0 0.3 -0.1
C -1.898 0.204 -1.130 0.0 -0.2 -0.3
C -1.227 -1.889 0.150 0.0 -0.4 0.2
C -0.259 -0.978 0.290 0.2 -0.2 0.2
C 0.990 -1.239 1.103 -0.3 -0.4 -0.4
H 1.861 2.694 -0.166 -0.1 0.0 0.0
H 2.326 1.016 -0.257 -0.2 0.0 0.1
H 1.533 1.641 1.200 0.0 0.0 -0.4
H -0.218 2.187 -1.095 -0.5 0.7 -0.5
H -2.572 0.967 -0.756 -0.1 0.1 0.1
H -1.821 0.338 -2.214 0.1 0.0 0.2
H -1.208 -2.890 0.595 0.0 0.4 -0.2
H 1.880 -1.176 0.485 0.2 0.1 -0.1
H 1.093 -0.540 1.915 0.0 0.3 0.3
H 0.980 -2.248 1.524 -0.2 0.1 0.0
S -2.621 -1.443 -0.808 0.1 0.1 0.0
```
Positions in Å, forces in eV/Å.

Results of the natural (NBO) charge analysis, in e, for atoms 1 through 6: -0.650 -0.188 -0.026 -0.539 -0.325 -0.079